Record 1
# C28H31N5O6

A single C28H31N5O6 molecule in a non-equilibrium geometry (ωB97M-V with the def2-TZVPD basis set, the OMol25 dataset).

XYZ file:
```
70
Properties=species:S:1:pos:R:3:forces:R:3
C 0.1771 -3.8451 2.4864 -0.184 0.039 -0.364
C -0.7306 -4.2897 1.3486 0.216 -0.437 0.329
O -0.8428 -3.2631 0.3607 -0.248 0.284 -0.007
C 0.1268 -3.2015 -0.5514 0.143 -0.170 -0.158
O 1.0461 -3.9691 -0.6431 -0.045 0.050 0.062
C -0.0862 -2.0418 -1.4512 0.900 1.027 -0.109
N -1.1648 -1.8692 -2.2385 -0.244 -0.802 0.362
N -1.0358 -0.7753 -2.8877 -0.538 0.730 -0.920
N 0.1038 -0.1968 -2.5660 0.582 -0.978 0.470
C 0.4377 1.0964 -3.0847 0.227 0.693 -0.272
C 0.7279 2.1176 -1.9733 -0.204 -0.311 -0.550
O 1.7077 2.8333 -1.9829 0.081 0.164 -0.025
N -0.2005 2.1731 -1.0013 0.126 0.867 0.710
N -1.3573 1.4667 -0.9968 -0.895 -0.408 -0.136
C -2.0848 1.8164 0.0002 0.733 0.475 -0.178
C -3.3131 1.1028 0.3115 -0.590 -0.530 0.057
C -3.3488 -0.2470 -0.0499 -0.071 0.131 0.130
C -4.4294 -1.0605 0.2379 -0.073 0.081 0.077
C -4.4260 -2.4975 -0.1781 -0.030 -0.014 -0.067
C -5.5100 -0.4971 0.9058 0.116 0.028 -0.059
C -5.4990 0.8420 1.2488 -0.023 -0.032 0.009
C -4.4187 1.6673 0.9654 0.132 -0.077 -0.104
C -4.5032 3.1196 1.3298 0.046 0.003 0.032
C -1.4431 2.9168 0.8248 -0.009 0.031 -0.262
C -0.0258 2.9561 0.2432 0.330 -0.026 -0.003
C 1.0055 2.2494 1.0839 0.029 0.083 0.055
C 2.2639 2.8021 1.2880 -0.128 -0.101 0.025
C 3.2371 2.0963 1.9620 0.112 -0.247 0.194
C 2.9787 0.8089 2.4385 -0.170 0.274 -0.103
O 4.0181 0.1680 3.0309 0.059 0.286 -0.059
C 3.8826 -1.2134 3.2840 -0.029 -0.241 0.028
C 1.7084 0.2677 2.2689 0.166 -0.042 0.267
C 0.7403 0.9839 1.5916 0.068 0.210 0.049
C 0.7657 -0.9592 -1.6543 -0.696 -0.703 0.102
C 2.0726 -0.6940 -1.0356 0.280 -0.089 0.321
O 2.4336 -1.2125 -0.0081 -0.025 -0.099 -0.365
O 2.7787 0.1723 -1.7534 -0.298 -0.156 -0.315
C 4.0609 0.5646 -1.2574 0.576 0.123 0.323
C 5.1504 -0.3712 -1.7570 -0.435 0.103 0.041
H 1.1730 -3.6395 2.1004 0.100 0.003 0.013
H -0.2183 -2.9436 2.9490 -0.022 0.068 0.090
H 0.2420 -4.6306 3.2340 0.013 -0.072 0.103
H -0.3342 -5.1943 0.8765 -0.154 0.115 0.074
H -1.7507 -4.4635 1.6969 0.111 0.003 -0.089
H 1.3286 1.0439 -3.7161 -0.184 0.033 0.144
H -0.4246 1.4233 -3.6719 0.117 -0.076 0.061
H -2.4991 -0.6656 -0.5623 0.115 -0.066 -0.017
H -4.9527 -3.1144 0.5473 -0.021 -0.089 0.027
H -3.4072 -2.8573 -0.2935 0.050 -0.096 -0.023
H -4.9281 -2.6026 -1.1396 -0.023 -0.103 -0.068
H -6.3680 -1.1059 1.1528 -0.087 -0.077 0.035
H -6.3579 1.2636 1.7520 -0.073 0.065 0.037
H -4.2325 3.7497 0.4848 0.006 0.121 -0.005
H -5.5190 3.3694 1.6272 -0.021 0.046 0.015
H -3.8431 3.3545 2.1638 0.038 0.125 0.044
H -1.9593 3.8647 0.6716 -0.035 -0.023 0.069
H -1.4453 2.6819 1.8882 -0.007 0.048 0.011
H 0.3153 3.9596 -0.0186 -0.061 -0.096 0.089
H 2.4876 3.7811 0.8925 0.031 0.116 -0.073
H 4.2220 2.5105 2.1102 0.133 0.045 0.018
H 4.8706 -1.5554 3.5881 -0.088 -0.025 0.001
H 3.5685 -1.7456 2.3817 0.003 -0.002 0.037
H 3.1704 -1.4057 4.0931 0.016 0.007 -0.034
H 1.4716 -0.7186 2.6307 0.022 -0.138 0.012
H -0.2281 0.5269 1.4407 -0.119 -0.072 -0.010
H 4.0282 0.5699 -0.1640 -0.020 0.081 -0.197
H 4.1952 1.5824 -1.6286 -0.051 -0.102 0.089
H 4.9741 -1.3784 -1.3861 0.045 -0.080 0.024
H 5.1631 -0.3927 -2.8441 0.056 -0.007 -0.092
H 6.1155 -0.0271 -1.3969 0.127 0.031 0.029
```
Forces are in eV/Å.

The molecular weight is 533.59 g/mol. As for the SMILES: CCOC(=O)c1nnn(CC(=O)N2N=C(c3cc(C)ccc3C)C[C@H]2c2ccc(OC)cc2)c1C(=O)OCC. The HOMO energy comes out at -8.36 eV. The spin multiplicity is 1. As for the gap between HOMO and LUMO: 8.729 eV.

Atom charges from the natural (NBO) analysis, given in e for atoms 1 to 6: -0.64 -0.08 -0.50 0.79 -0.56 0.00


Record 2
# C9H10

A single C9H10 molecule in a non-equilibrium geometry (ωB97M-V with the def2-TZVPD basis set, the OMol25 dataset).

XYZ file:
```
19
Properties=species:S:1:pos:R:3:forces:R:3
C -2.1171 0.7482 -0.4922 -1.092 -0.101 -0.063
C -2.8374 0.1116 0.4320 0.124 0.081 -0.430
C 1.6143 0.4653 -0.2394 -1.432 -0.393 1.246
C 1.0198 0.2441 1.2496 2.660 -0.417 -2.704
C 0.5182 1.1780 -1.0965 0.827 -0.756 3.051
C -0.4154 0.4877 1.0847 0.060 -2.548 -3.405
C -0.7461 0.8686 -0.3517 1.172 1.258 2.103
C -1.4011 -0.4966 0.2853 2.413 0.153 -0.863
C -0.9400 -1.7498 -0.4480 -1.399 0.806 3.222
H 2.6462 0.7158 -0.0681 0.276 1.557 -0.719
H 1.7516 -0.4895 -0.5913 -0.046 -2.453 -1.260
H 1.4451 -0.7740 1.4247 -0.960 0.755 0.863
H 1.5887 1.0117 1.7651 -0.640 -0.144 1.024
H 0.7780 2.1891 -0.9834 -0.434 1.781 -0.196
H 0.4329 0.9259 -2.0779 0.322 -0.814 -2.891
H -0.8992 0.8994 1.8371 -2.446 2.140 3.335
H -1.5688 -2.5159 -0.0976 -1.129 -1.218 -0.105
H -0.0057 -2.0967 -0.1774 2.324 -0.231 1.180
H -0.8639 -1.7230 -1.4550 -0.600 0.546 -3.387
```
Forces are in eV/Å.

The molecular weight is 118.18 g/mol. The HOMO energy comes out at -8.67 eV. The spin multiplicity is 1. As for the gap between HOMO and LUMO: 9.238 eV.

Atom charges from the natural (NBO) analysis, given in e for atoms 1 to 6: -0.12 -0.09 -0.39 -0.43 -0.42 -0.18


Record 3
# C53H57N6O10S3Tl

A molecular structure, C53H57N6O10S3Tl (ωB97M-V with the def2-TZVPD basis set, the OMol25 dataset).

XYZ file:
```
130
Properties=species:S:1:pos:R:3:forces:R:3
Tl 0.3584 0.6861 -0.2733 -0.561 0.119 -0.016
C -4.8002 0.6412 2.3317 0.011 0.039 -0.037
C -3.4501 1.2997 2.6257 -0.008 -0.001 0.009
C -3.6895 2.6014 3.4015 0.035 0.033 -0.051
C -2.5151 0.3734 3.3857 0.069 0.009 -0.078
C -3.0352 -0.3019 4.4868 -0.026 -0.089 -0.012
C -2.2504 -1.1537 5.2451 0.002 -0.003 -0.029
C -0.9208 -1.3149 4.9036 -0.009 -0.019 0.025
C -0.3482 -0.6284 3.8352 0.027 -0.005 -0.013
C 1.1427 -0.7027 3.6452 0.068 0.013 -0.021
C 1.7760 0.3623 4.5479 -0.009 0.035 -0.022
C 1.7222 -2.0850 3.9468 0.012 0.018 -0.023
C -1.1416 0.2230 3.0520 -0.311 0.008 0.038
N -0.6273 1.0079 1.9864 0.362 -0.103 -0.220
C -0.5515 2.3117 2.3037 -0.051 0.049 0.187
O -0.5986 2.7994 3.4386 0.106 -0.032 -0.091
C -0.6032 3.2630 1.1386 -0.055 -0.004 0.031
C -0.4897 4.6358 1.2634 -0.024 0.020 0.007
C -0.6744 5.4005 0.1221 -0.024 -0.009 -0.025
C -0.9897 4.7924 -1.0879 -0.062 0.000 0.044
C -1.0606 3.4093 -1.1262 -0.150 0.028 0.024
N -0.8814 2.6967 -0.0222 0.518 0.026 -0.271
C -1.4212 2.6345 -2.3794 -0.102 -0.083 -0.157
O -1.9154 3.2875 -3.3189 0.055 0.064 -0.003
N -1.2029 1.3376 -2.2817 -0.096 -0.216 0.210
C -1.7234 0.5300 -3.3247 -0.054 0.072 -0.181
C -2.9820 -0.0728 -3.1567 0.010 0.107 -0.022
C -3.5046 -0.8673 -4.1672 0.016 -0.047 0.004
C -2.8120 -1.0750 -5.3471 -0.010 -0.018 -0.023
C -1.5801 -0.4720 -5.5160 0.010 0.013 -0.018
C -1.0255 0.3309 -4.5263 0.003 0.009 0.088
C 0.3028 1.0053 -4.7823 -0.001 -0.021 -0.039
C 0.1540 2.1268 -5.8133 -0.018 -0.017 0.010
C 1.3864 0.0059 -5.1895 -0.027 0.016 0.036
C -3.7493 0.0718 -1.8615 0.017 -0.030 -0.011
C -3.4843 -1.1635 -1.0028 0.057 0.027 0.053
C -5.2508 0.2778 -2.0685 0.028 0.041 0.000
H -5.3894 1.2754 1.6653 0.006 -0.007 -0.008
H -4.6780 -0.3281 1.8529 -0.006 -0.105 -0.068
H -5.3823 0.4979 3.2462 -0.005 0.018 -0.022
H -2.9759 1.5396 1.6724 -0.003 0.009 -0.037
H -4.1742 2.3809 4.3578 -0.012 0.000 -0.002
H -2.7515 3.1157 3.5998 -0.060 0.001 0.051
H -4.3459 3.2656 2.8321 -0.016 -0.012 -0.003
H -4.0763 -0.1572 4.7547 0.020 0.012 0.001
H -2.6704 -1.6840 6.0927 0.002 0.014 0.008
H -0.2935 -1.9647 5.5007 0.002 -0.008 -0.020
H 1.3764 -0.4482 2.6117 -0.032 -0.033 -0.013
H 1.5289 0.1562 5.5954 -0.005 0.003 0.000
H 2.8591 0.3560 4.4426 0.042 -0.006 0.023
H 1.4018 1.3568 4.2994 0.006 0.000 0.004
H 1.7972 -2.2587 5.0257 -0.014 -0.019 -0.003
H 1.1087 -2.8720 3.5037 0.024 -0.006 -0.012
H 2.7200 -2.1671 3.5186 0.051 0.023 -0.012
H -0.2391 5.0602 2.2237 -0.010 -0.011 0.010
H -0.5730 6.4781 0.1738 0.004 0.001 0.001
H -1.1755 5.3450 -1.9979 0.007 0.003 -0.002
H -4.4647 -1.3505 -4.0232 -0.004 0.015 0.002
H -3.2275 -1.7045 -6.1261 -0.005 -0.001 0.001
H -1.0372 -0.6196 -6.4440 0.006 -0.001 0.011
H 0.6093 1.4556 -3.8456 -0.020 0.035 -0.014
H -0.1282 1.7230 -6.7915 0.007 0.001 0.000
H -0.6186 2.8248 -5.4882 0.004 0.009 -0.005
H 1.0964 2.6720 -5.9247 0.008 -0.010 -0.011
H 1.1384 -0.4999 -6.1267 0.015 0.003 -0.006
H 2.3410 0.5216 -5.3290 0.011 -0.002 -0.008
H 1.5137 -0.7546 -4.4162 0.011 -0.017 -0.006
H -3.3595 0.9468 -1.3377 0.019 -0.003 -0.005
H -3.7571 -2.0703 -1.5491 -0.005 0.000 0.013
H -2.4263 -1.2514 -0.7622 0.032 -0.049 0.007
H -4.0583 -1.1264 -0.0780 -0.111 0.003 0.149
H -5.7406 -0.6422 -2.3986 -0.005 0.011 -0.012
H -5.7192 0.5782 -1.1274 -0.013 -0.027 0.010
H -5.4431 1.0535 -2.8125 -0.005 0.008 0.014
O 4.0401 -1.8897 1.4148 -0.072 0.011 0.047
S 3.9090 -0.5601 0.8441 0.003 -0.024 0.055
O 4.8061 -0.3290 -0.2689 -0.043 0.150 -0.160
O 2.5062 -0.2096 0.5708 -0.040 -0.175 -0.117
C 4.4004 0.5443 2.1919 -0.086 -0.058 0.062
C 5.1953 -0.0545 3.1645 -0.037 0.060 -0.044
C 5.6027 0.6486 4.2879 0.044 -0.030 0.018
C 5.1893 1.9575 4.4668 -0.004 0.010 0.032
C 4.3985 2.5649 3.5041 -0.010 -0.027 -0.021
C 4.0109 1.8803 2.3589 0.095 -0.034 -0.113
S 3.2103 2.8748 1.0864 -0.116 0.057 0.093
O 3.2279 4.2333 1.6004 0.003 -0.035 0.025
O 4.0532 2.6447 -0.0630 -0.079 0.005 -0.279
O 1.8257 2.3869 0.9494 0.130 0.015 -0.034
H 5.4654 -1.0918 3.0252 0.014 -0.002 0.025
H 6.2291 0.1655 5.0288 -0.012 -0.015 0.000
H 5.4839 2.5080 5.3526 -0.013 0.012 -0.003
H 4.0751 3.5915 3.6045 0.026 0.004 0.010
S -0.3751 -2.5558 0.8924 0.239 -0.037 0.112
C -1.6792 -3.3910 1.4684 -0.116 0.093 -0.146
N -2.6000 -2.7928 2.2907 0.036 0.002 0.074
C -3.6747 -3.4121 2.8285 -0.054 0.001 -0.006
C -3.9436 -4.7096 2.5438 0.019 -0.049 -0.016
C -3.0586 -5.3882 1.6603 -0.037 0.040 0.017
C -1.9757 -4.7578 1.1409 0.020 -0.024 0.045
H -2.4088 -1.8230 2.5379 -0.007 0.004 0.034
H -4.2812 -2.8047 3.4849 0.017 0.045 -0.012
H -4.8037 -5.2001 2.9735 -0.009 0.020 0.002
H -3.2601 -6.4194 1.3954 0.014 -0.001 -0.012
H -1.2960 -5.2450 0.4568 0.004 -0.009 0.013
C 4.9064 1.2531 -3.5037 -0.079 -0.042 0.008
N 3.6099 1.6875 -3.0254 0.093 -0.007 0.134
C 3.0896 2.9581 -3.0780 -0.024 0.059 -0.059
C 1.9447 2.9319 -2.3536 -0.188 -0.035 0.007
N 1.7500 1.6569 -1.8789 0.353 -0.076 0.418
C 2.7804 0.9446 -2.2789 -0.073 0.055 -0.062
H 5.4723 2.1275 -3.8177 0.007 -0.008 0.018
H 4.7982 0.5717 -4.3492 -0.001 0.004 0.000
H 5.4279 0.7543 -2.6898 0.042 -0.023 0.040
H 3.5850 3.7596 -3.5962 0.023 -0.009 0.009
H 1.2494 3.7291 -2.1614 0.047 0.007 0.038
H 2.9361 -0.0956 -2.0616 0.078 -0.050 0.095
O -0.8956 -2.3637 -2.4105 0.007 0.023 0.087
C 0.2465 -2.1487 -2.0455 -0.224 0.027 -0.251
O 0.7302 -1.0318 -1.5948 0.217 0.100 0.353
C 1.2809 -3.2494 -2.1679 0.032 0.050 0.059
C 2.4351 -3.2236 -1.3977 0.061 0.001 -0.041
C 3.3460 -4.2689 -1.4612 -0.005 0.015 -0.016
C 3.1118 -5.3399 -2.3133 -0.010 0.002 0.009
C 1.9618 -5.3627 -3.0962 -0.002 0.014 -0.011
C 1.0447 -4.3244 -3.0165 -0.006 -0.035 -0.034
H 2.6092 -2.3941 -0.7295 -0.031 0.032 0.048
H 4.2288 -4.2292 -0.8350 0.003 -0.029 -0.008
H 3.8180 -6.1612 -2.3654 0.011 0.012 -0.007
H 1.7777 -6.1948 -3.7669 0.005 -0.005 0.008
H 0.1341 -4.3310 -3.6025 -0.017 0.015 0.024
```
Forces are in eV/Å.

The molecular weight is 1238.66 g/mol. The HOMO energy comes out at -3.36 eV. The spin multiplicity is 1. As for the gap between HOMO and LUMO: 7.159 eV. As for the net charge: -2.

Atom charges from the Mulliken analysis, given in e for atoms 1 to 6: 3.92 -1.71 1.92 -1.78 1.14 -0.41